Entry 1:
Density functional theory data (wB97M-V/def2-TZVPD) for a single C3H7NOS molecule.

- Energy: -646.665093 hartree
- SMILES: N[C@@H](C=O)CS
- HOMO energy: -9.3 eV
- Total charge: 0
- Gap between HOMO and LUMO: 9.928 eV

Geometry (Å):
O (-0.42, 0.97, 2.50)
C (-0.54, 1.10, 1.31)
C (0.26, 0.29, 0.34)
C (-0.53, -0.94, -0.08)
S (0.51, -2.37, -0.49)
N (0.65, 1.16, -0.78)
H (-1.31, 1.78, 0.89)
H (1.16, 0.03, 0.90)
H (-1.14, -0.72, -0.95)
H (-1.20, -1.23, 0.73)
H (0.71, -2.04, -1.77)
H (0.20, 0.86, -1.64)
H (1.65, 1.12, -0.95)

=====

Entry 2:
Density functional theory data (wB97M-V/def2-TZVPD) for 2 unconnected molecules or ions with the total composition C3H7NOS.

- Energy: -646.496957 hartree
- HOMO energy: -7.9 eV
- Total charge: 0
- Gap between HOMO and LUMO: 5.270 eV

Geometry (Å):
O (-1.59, 1.18, 1.63)
C (-0.74, 1.62, 0.90)
C (0.14, 0.13, 0.18)
C (-0.67, 1.02, -0.62)
S (1.82, -2.75, -0.73)
N (-0.26, -1.14, 0.48)
H (-0.25, 2.59, 1.07)
H (1.21, 0.31, 0.04)
H (-1.72, 1.00, -0.87)
H (-0.07, 1.56, -1.35)
H (1.83, -2.28, -1.96)
H (0.06, -1.38, 1.42)
H (0.24, -1.86, -0.20)

=====

Entry 3:
Density functional theory data (wB97M-V/def2-TZVPD) for a single C3H7NOS2 molecule.

- Energy: -1044.842987 hartree
- SMILES: N[C@H](C=O)CSS
- HOMO energy: -9.2 eV
- Total charge: 0
- Gap between HOMO and LUMO: 9.468 eV

Geometry (Å):
N (1.56, 0.52, 0.95)
C (0.58, 0.64, -0.12)
C (0.03, 2.08, -0.26)
O (-1.07, 2.52, -0.15)
C (-0.60, -0.36, 0.13)
S (0.14, -1.96, -0.31)
S (-1.39, -3.33, -0.44)
H (1.16, 0.47, 1.88)
H (2.24, -0.22, 0.86)
H (1.02, 0.37, -1.08)
H (0.82, 2.76, -0.68)
H (-1.42, 0.01, -0.48)
H (-0.86, -0.29, 1.19)
H (-2.19, -3.19, -1.48)

=====

| no. | F_max (eV Å⁻¹) |
| --- | --- |
| 1 | 1.106 |
| 2 | 4.561 |
| 3 | 2.192 |